# 1
The molecule C5H8N2. Source: OMol25; level of theory: ωB97M-V/def2-TZVPD.

```
! RIJCOSX wB97M-V def2-TZVPD def2/J DEFGRID3
* xyz 0 1
N -0.22093 -0.84802 0.06450
N -1.12308 1.27419 -0.66928
C 1.83175 0.03071 -0.23057
C 1.00033 -1.12212 -0.43213
C -0.31107 0.64592 0.34048
C 1.12851 1.06158 0.28396
C -1.28574 -1.57544 0.32520
H -1.95636 -1.21365 1.08722
H 1.29519 -2.13945 -0.64459
H -1.93875 1.73083 -0.28744
H -0.57489 1.93515 -1.20416
H 1.46908 2.04955 0.55828
H -1.40835 -2.56405 -0.08794
H -0.80620 0.71147 1.31187
H 2.90052 0.02332 -0.41539
*
```

Gap between HOMO and LUMO (alpha / beta): 0.2613 / 0.2599 Eh
Lowest unoccupied orbital energy (alpha / beta): 0.739 / 0.691 eV

Charges computed using Löwdin, reported in e: -0.156, 0.078, -0.096, -0.109, -0.344, -0.090, 0.010, 0.054, 0.107, 0.074, 0.077, 0.091, 0.062, 0.142, 0.101



# 2
The molecule C5H8N2. Source: OMol25; level of theory: ωB97M-V/def2-TZVPD.

```
! RIJCOSX wB97M-V def2-TZVPD def2/J DEFGRID3
* xyz 0 1
N 0.21689 -1.27312 -0.65794
N -0.85818 -1.60328 0.04370
C 0.77520 -2.00924 -1.57775
C -0.44951 2.01487 1.04785
C 0.74890 0.06495 -0.27956
C -0.37551 0.60749 0.55508
C -1.19264 -0.44557 0.73819
H -0.52092 2.72554 0.21258
H 0.36542 -2.99028 -1.76833
H -2.08305 -0.48662 1.35508
H 1.04233 0.61836 -1.17456
H -1.33239 2.16465 1.67695
H 0.42879 2.30729 1.63953
H 1.59167 -1.58897 -2.14495
H 1.64300 -0.10606 0.33412
*
```

Gap between HOMO and LUMO (alpha / beta): 0.2790 / 0.2791 Eh
Lowest unoccupied orbital energy (alpha / beta): 0.725 / 0.727 eV

Charges computed using Löwdin, reported in e: -0.235, 0.032, 0.029, -0.076, -0.074, -0.298, -0.126, 0.075, 0.074, 0.110, 0.130, 0.076, 0.074, 0.069, 0.140



# 3
The molecule C5H8N2. Source: OMol25; level of theory: ωB97M-V/def2-TZVPD.

```
! RIJCOSX wB97M-V def2-TZVPD def2/J DEFGRID3
* xyz 0 1
N -1.14456 1.45415 -0.97422
N -0.27146 -0.58245 -0.24099
C -0.09959 0.69748 -0.54665
C 1.24572 1.08842 -0.24017
C 1.86351 -0.00748 0.30947
C -1.37472 -1.24292 0.50334
C 0.93226 -1.11269 0.32792
H -1.09329 2.45118 -0.82965
H 2.89551 -0.06214 0.64010
H 1.26176 -2.04533 -0.14336
H -2.04927 1.03974 -0.76982
H -2.19275 -1.57262 -0.14431
H 0.10438 -1.63738 1.16933
H 1.64272 2.09220 -0.35109
H -1.72022 -0.56016 1.29010
*
```

Gap between HOMO and LUMO (alpha / beta): 0.2707 / 0.2707 Eh
Lowest unoccupied orbital energy (alpha / beta): 0.600 / 0.600 eV

Charges computed using Löwdin, reported in e: 0.165, -0.144, -0.352, -0.016, -0.039, -0.126, -0.219, 0.104, 0.106, 0.134, 0.098, 0.008, 0.154, 0.102, 0.024



no.,largest force on an atom (eV/Å),energy (eV)
1,0.4,-8292.206
2,0.3,-8292.310
3,0.4,-8290.878